Here is a structure of composition C32H24BrCl3IKN3P2Se2Si from the OMol25 dataset. Energies are from ωB97M-V/def2-TZVPD.

CARTESIAN COORDINATES (ANGSTROEM)
1 I -0.2357 -3.8317 -3.5226
2 Br -0.8184 -7.2630 -4.2402
3 Se -3.9838 1.3146 3.4811
4 Se 1.4601 -0.7103 -1.9852
5 K -1.4048 -0.4345 -3.5454
6 Cl -1.3792 -0.4890 -8.4315
7 Cl -3.4398 1.5708 -6.8757
8 Cl -0.2503 2.3428 -7.1545
9 P -2.0342 1.0461 2.7439
10 P 0.8107 0.1795 -0.1519
11 Si -1.4895 0.6643 -6.5920
12 N -1.6203 -0.4152 -0.9591
13 N -2.9093 -0.4293 -0.6809
14 N -3.1279 0.0363 0.5287
15 C 0.1168 5.1217 2.7402
16 C 0.3045 2.9074 -0.3310
17 C -1.1967 4.9986 2.3040
18 C 0.8036 4.0033 3.1836
19 C -0.7710 0.3276 5.1055
20 C -0.8182 -1.3802 3.4109
21 C 1.8055 -2.0039 1.2122
22 C 2.9105 -0.5469 3.3006
23 C 1.2722 1.9284 -0.1390
24 C -1.6711 -5.4890 -7.8688
25 C -0.1706 -0.5580 5.9839
26 C 2.4793 -2.6545 2.2319
27 C 0.6829 4.2322 -0.4987
28 C -1.9412 0.3744 1.0728
29 C -0.9595 0.0833 0.1033
30 C -0.2368 -2.2728 4.3013
31 C -1.8183 3.7614 2.3058
32 C 0.1795 2.7624 3.1879
33 C -1.0407 -3.7023 -6.3993
34 C -1.0845 -0.0754 3.8076
35 C 2.0227 4.5822 -0.4623
36 C 2.9925 3.6056 -0.2672
37 C -1.4549 -4.1364 -7.6456
38 C 3.0311 -1.9272 3.2783
39 C 1.6754 -0.6171 1.2331
40 C -1.1298 2.6306 2.7419
41 C -0.8414 -4.6108 -5.3611
42 C 2.2373 0.1072 2.2780
43 C -1.0614 -5.9617 -5.5939
44 C 2.6210 2.2805 -0.1202
45 C -1.4736 -6.4009 -6.8453
46 C 0.0934 -1.8622 5.5828
47 H -1.0203 1.3307 5.4307
48 H -0.0411 -3.2897 3.9866
49 H 0.6012 6.0903 2.7365
50 H 2.5788 -3.7323 2.2059
51 H -1.6402 -7.4571 -7.0058
52 H 2.1720 1.1858 2.2809
53 H -1.0825 -1.7038 2.4118
54 H -2.8520 3.6623 1.9967
55 H 3.3421 0.0266 4.1114
56 H 0.5500 -2.5591 6.2749
57 H -0.8752 -2.6448 -6.2337
58 H -1.7413 5.8714 1.9658
59 H 0.7062 1.8990 3.5675
60 H -1.9966 -5.8386 -8.8398
61 H 2.3161 5.6159 -0.5962
62 H 1.3986 -2.5626 0.3782
63 H -0.0756 4.9874 -0.6567
64 H -1.6090 -3.4086 -8.4315
65 H -0.7431 2.6348 -0.3595
66 H 3.5576 -2.4385 4.0746
67 H 3.3784 1.5127 -0.0144
68 H 1.8255 4.0922 3.5316
69 H 4.0409 3.8748 -0.2523
70 H 0.0733 -0.2375 6.9891

Forces on atoms 1 to 6 (eV/Å):
0.06 -0.02 -0.01
0.00 -0.01 0.00
0.00 0.00 0.02
0.04 0.05 0.23
-0.09 -0.03 -0.09
0.01 0.00 0.00

Calculated values
HOMO energy, eV: -5.260
Total energy, eV: -327235.983
Orbital gap, eV: 7.2
Net charge: -1
2S+1: 1